No. 1
C5H14N2O in the gas phase in a non-equilibrium geometry. Source: the Open Molecules 2025 dataset; level of theory: wB97M-V/def2-TZVPD.

Structure (XYZ):
```
22
Properties=species:S:1:pos:R:3:nbo_charge:R:1
C -0.721 -1.622 0.547 -0.23
N 0.294 -0.627 0.219 -0.65
C -0.185 0.730 0.011 -0.21
C -0.116 1.254 -1.440 -0.44
C 1.303 1.133 -2.003 -0.07
O 1.706 2.347 -2.648 -0.73
C -1.198 -1.489 2.006 -0.23
N -0.238 -0.995 2.975 -0.84
H -0.323 -2.615 0.328 0.19
H -1.589 -1.491 -0.110 0.16
H 0.923 -0.946 -0.500 0.36
H 0.501 1.398 0.545 0.18
H -1.177 0.876 0.425 0.19
H -0.258 2.322 -1.343 0.22
H -0.894 0.801 -2.056 0.20
H 1.421 0.235 -2.616 0.17
H 2.003 1.085 -1.175 0.18
H -1.560 -2.442 2.386 0.19
H -2.038 -0.804 2.076 0.18
H 0.664 -1.445 2.955 0.36
H -0.122 0.007 3.019 0.36
H 1.604 2.289 -3.600 0.47
```

Computed properties:
E_LUMO, eV: 0.84
Highest occupied orbital energy, eV: -8.5243
Relative energy (zero: lowest compared OMol25 entry of this formula, charge and spin), kcal per mole: 53.0
Net charge: 0
SMILES: NCCNCCCO
E, eV: -10438.7299



No. 2
C5H14N2O in the gas phase in a non-equilibrium geometry. Source: the Open Molecules 2025 dataset; level of theory: wB97M-V/def2-TZVPD.

Structure (XYZ):
```
22
Properties=species:S:1:pos:R:3:nbo_charge:R:1
C -0.165 2.276 -0.206 -0.06
O 0.606 3.242 0.486 -0.73
C -0.318 0.923 0.589 -0.07
C -0.152 -0.202 -0.507 -0.42
C -0.303 -1.597 0.084 -0.43
C 0.919 -2.490 -0.070 -0.20
N 1.061 -3.009 -1.436 -0.84
N -1.658 0.913 1.139 -0.84
H -1.169 2.716 -0.296 0.17
H 0.365 2.075 -1.132 0.18
H 0.486 0.849 1.321 0.20
H 0.795 -0.057 -1.033 0.20
H -0.955 0.055 -1.190 0.19
H -1.203 -2.015 -0.383 0.21
H -0.487 -1.656 1.166 0.20
H 0.985 -3.337 0.619 0.19
H 1.817 -1.924 0.242 0.15
H 1.088 -2.238 -2.093 0.35
H 1.868 -3.602 -1.532 0.36
H 0.272 3.366 1.392 0.47
H -1.866 0.086 1.683 0.36
H -2.337 0.819 0.395 0.35
```

Computed properties:
E_LUMO, eV: 1.01
Highest occupied orbital energy, eV: -9.1956
Relative energy (zero: lowest compared OMol25 entry of this formula, charge and spin), kcal per mole: 48.4
Net charge: 0
SMILES: NCCC[C@H](N)CO
E, eV: -10438.9275



No. 3
2 unconnected molecules or ions with the total composition C5H14N2O in a non-equilibrium geometry. Source: the Open Molecules 2025 dataset; level of theory: wB97M-V/def2-TZVPD.

Structure (XYZ):
```
22
Properties=species:S:1:pos:R:3:nbo_charge:R:1
C 1.513 -0.953 0.653 -0.22
C 0.151 -0.876 1.361 -0.47
C -0.883 -0.185 0.519 0.20
C -1.778 -0.959 -0.095 -0.54
C 0.064 2.009 0.541 -0.40
N -1.120 1.180 0.515 -0.61
N 1.328 -1.385 -0.718 -0.88
H 2.190 -0.076 0.670 0.18
H 2.131 -1.591 1.232 0.18
H -0.264 -1.838 1.678 0.23
H 0.221 -0.381 2.372 0.22
H -1.882 -2.048 0.063 0.20
H -2.437 -0.479 -0.829 0.18
H 0.586 2.037 -0.345 0.18
H 0.702 1.717 1.397 0.20
H -0.288 3.115 0.989 0.20
H -1.769 1.456 -0.215 0.38
H 2.156 -1.977 -1.122 0.37
H 0.478 -1.844 -0.944 0.38
H 0.288 1.076 -2.140 0.47
H -1.036 0.606 -2.785 0.47
O -0.349 1.397 -2.795 -0.94
```

Computed properties:
E_LUMO, eV: 0.90
Highest occupied orbital energy, eV: -8.1737
Relative energy (zero: lowest compared OMol25 entry of this formula, charge and spin), kcal per mole: 74.1
Net charge: 0
SMILES: C=C(CCN)NC.O
E, eV: -10437.8134



No. 4
2 unconnected molecules or ions with the total composition C5H14N2O in a non-equilibrium geometry. Source: the Open Molecules 2025 dataset; level of theory: wB97M-V/def2-TZVPD.

Structure (XYZ):
```
22
Properties=species:S:1:pos:R:3:nbo_charge:R:1
N -1.044 1.337 0.243 -0.88
C -0.109 0.212 0.417 -0.06
C -0.575 -0.908 -0.610 -0.48
C 0.240 -2.208 -0.674 -0.17
C 0.817 -2.684 -1.885 -0.42
C -0.247 0.009 1.908 -0.24
N 0.531 1.191 2.548 -0.82
H -0.760 2.122 0.932 0.37
H -0.965 1.798 -0.700 0.39
H 0.900 0.374 0.011 0.16
H -1.666 -0.941 -0.474 0.23
H -0.708 -0.451 -1.644 0.22
H 0.327 -2.733 0.298 0.20
H 0.717 -2.090 -2.817 0.20
H 1.182 -3.736 -1.945 0.20
H -1.271 0.162 2.133 0.21
H 0.119 -0.981 2.362 0.18
H 0.071 1.447 3.312 0.34
H 1.317 0.721 2.897 0.35
H 0.444 2.661 -2.839 0.48
H 0.718 2.336 -1.422 0.48
O -0.038 2.364 -2.051 -0.94
```

Computed properties:
E_LUMO, eV: 0.67
Highest occupied orbital energy, eV: -8.8170
Relative energy (zero: lowest compared OMol25 entry of this formula, charge and spin), kcal per mole: 85.9
Net charge: 0
SMILES: C=CC[C@@H](N)CN.O
E, eV: -10437.3037